Density functional theory data (ωB97M-V/def2-TZVPD) for a 14-piece molecular cluster, C84H188N8O20 overall.

* DFT total energy: -143013.371 eV
* charge: 0

Bonds (Å) are listed after each position.
Atoms and positions in Å:
1 C 16.650 13.442 22.994  C2 1.504, O4 1.492, H5 1.069, H6 1.105
2 C 17.122 14.870 22.958  C1 1.504, O3 1.464, H7 1.038, H8 1.117
3 O 16.021 15.832 23.026  C2 1.464, H9 0.968
4 O 15.962 13.057 21.727  C1 1.492, H10 0.993
5 H 15.951 13.248 23.778  C1 1.069
6 H 17.555 12.807 23.023  C1 1.105
7 H 17.772 14.923 22.151  C2 1.038
8 H 17.727 14.891 23.896  C2 1.117
9 H 16.338 16.743 22.940  O3 0.968
10 H 15.094 13.538 21.763  O4 0.993
11 C 15.410 19.378 21.846  C12 1.564, O14 1.470, H15 1.098, H16 1.115
12 C 15.013 20.805 22.346  C11 1.564, O13 1.449, H17 1.095, H18 1.014
13 O 14.526 20.715 23.708  C12 1.449, H19 0.973
14 O 16.224 18.670 22.844  C11 1.470, H20 1.000
15 H 16.029 19.522 20.952  C11 1.098
16 H 14.569 18.756 21.460  C11 1.115
17 H 14.229 21.212 21.698  C12 1.095
18 H 15.831 21.399 22.259  C12 1.014
19 H 14.726 21.563 24.143  O13 0.973
20 H 15.703 19.003 23.629  O14 1.000
21 C 20.812 22.434 16.562  C22 1.496, O24 1.479, H25 1.120, H26 1.103
22 C 21.660 22.609 17.782  C21 1.496, O23 1.420, H27 1.103, H28 1.069
23 O 22.092 23.954 17.930  C22 1.420, H29 1.012
24 O 19.690 23.359 16.836  C21 1.479, H30 0.965
25 H 20.390 21.421 16.341  C21 1.120
26 H 21.316 22.700 15.618  C21 1.103
27 H 22.563 22.005 17.591  C22 1.103
28 H 21.119 22.247 18.630  C22 1.069
29 H 21.273 24.487 17.669  O23 1.012
30 H 19.273 23.575 15.993  O24 0.965
31 C 15.471 19.500 15.355  C32 1.535, O34 1.416, H35 1.107, H36 1.087
32 C 16.304 20.773 15.564  C31 1.535, O33 1.390, H37 1.096, H38 1.139
33 O 16.154 21.702 14.541  C32 1.390, H39 0.971
34 O 16.152 18.569 14.535  C31 1.416, H40 0.982
35 H 14.465 19.734 14.958  C31 1.107
36 H 15.321 18.990 16.304  C31 1.087
37 H 17.333 20.482 15.802  C32 1.096
38 H 15.863 21.329 16.455  C32 1.139
39 H 16.738 21.502 13.791  O33 0.971
40 H 16.565 18.921 13.717  O34 0.982
41 C 14.815 15.305 14.574  C42 1.534, O44 1.418, H45 1.113, H46 1.109
42 C 15.735 15.036 15.772  C41 1.534, O43 1.433, H47 1.093, H48 1.065
43 O 16.145 16.260 16.394  C42 1.433, H49 0.974
44 O 15.501 15.876 13.473  C41 1.418, H50 0.971
45 H 14.043 15.998 14.976  C41 1.113
46 H 14.363 14.371 14.184  C41 1.109
47 H 16.606 14.479 15.418  C42 1.093
48 H 15.327 14.445 16.557  C42 1.065
49 H 16.807 16.775 15.898  O43 0.974
50 H 15.612 16.797 13.760  O44 0.971
51 C 25.674 17.496 20.222  C52 1.461, O54 1.453, H55 1.072, H56 1.116
52 C 25.223 16.576 21.265  C51 1.461, O53 1.418, H57 1.122, H58 1.092
53 O 24.527 17.316 22.254  C52 1.418, H59 0.979
54 O 24.646 18.137 19.421  C51 1.453, H60 0.953
55 H 26.293 16.981 19.515  C51 1.072
56 H 26.365 18.252 20.664  C51 1.116
57 H 25.997 16.018 21.854  C52 1.122
58 H 24.551 15.893 20.740  C52 1.092
59 H 23.637 17.584 21.948  O53 0.979
60 H 24.221 18.812 19.943  O54 0.953
61 C 22.503 15.929 24.744  C62 1.521, H72 1.085, H73 1.097, H74 1.147
62 C 21.163 15.723 24.054  C61 1.521, C63 1.502, N67 1.453, C71 1.556
63 C 21.248 14.997 22.742  C62 1.502, C64 1.507, H75 1.118, H76 1.066
64 C 21.749 13.584 22.884  C63 1.507, C65 1.534, H77 1.061, H78 1.103
65 C 20.769 12.802 23.768  C64 1.534, C66 1.562, H79 1.140, H80 1.103
66 C 20.413 13.505 25.116  C65 1.562, N67 1.536, C69 1.546, C70 1.522
67 N 20.163 14.989 24.810  C62 1.453, C66 1.536, O68 1.384
68 O 19.871 15.602 26.016  N67 1.384, H90 1.000
69 C 19.069 12.899 25.585  C66 1.546, H81 1.110, H82 1.102, H83 1.057
70 C 21.471 13.109 26.137  C66 1.522, H84 1.050, H85 1.131, H86 1.072
71 C 20.552 17.117 23.728  C62 1.556, H87 1.112, H88 1.136, H89 1.129
72 H 23.028 14.995 24.915  C61 1.085
73 H 22.357 16.431 25.708  C61 1.097
74 H 23.226 16.513 24.070  C61 1.147
75 H 20.237 15.029 22.267  C63 1.118
76 H 21.884 15.600 22.135  C63 1.066
77 H 22.691 13.453 23.355  C64 1.061
78 H 21.845 13.136 21.880  C64 1.103
79 H 21.247 11.786 23.963  C65 1.140
80 H 19.826 12.775 23.195  C65 1.103
81 H 19.303 11.818 25.681  C69 1.110
82 H 18.843 13.377 26.552  C69 1.102
83 H 18.273 13.099 24.921  C69 1.057
84 H 21.365 12.111 26.444  C70 1.050
85 H 22.498 13.343 25.728  C70 1.131
86 H 21.316 13.604 27.076  C70 1.072
87 H 20.632 17.738 24.646  C71 1.112
88 H 19.424 16.999 23.666  C71 1.136
89 H 21.008 17.649 22.843  C71 1.129
90 H 20.696 15.675 26.577  O68 1.000
91 C 14.645 15.540 19.920  C92 1.518, H102 1.058, H103 1.047, H104 1.118
92 C 13.321 14.846 20.187  C91 1.518, C93 1.518, N97 1.467, C101 1.533
93 C 13.254 13.660 19.242  C92 1.518, C94 1.583, H105 1.081, H106 1.084
94 C 12.039 12.703 19.582  C93 1.583, C95 1.498, H107 1.056, H108 1.087
95 C 12.309 12.213 20.972  C94 1.498, C96 1.593, H109 1.129, H110 1.065
96 C 12.315 13.371 22.066  C95 1.593, N97 1.478, C99 1.548, C100 1.569
97 N 13.342 14.299 21.548  C92 1.467, C96 1.478, O98 1.509
98 O 13.270 15.455 22.515  N97 1.509, H120 1.011
99 C 10.910 14.009 22.191  C96 1.548, H111 1.084, H112 1.080, H113 1.097
100 C 12.880 12.702 23.368  C96 1.569, H114 1.099, H115 1.047, H116 1.121
101 C 12.170 15.833 19.959  C92 1.533, H117 1.107, H118 1.106, H119 1.073
102 H 15.290 14.861 20.412  C91 1.058
103 H 14.674 16.449 20.438  C91 1.047
104 H 14.795 15.623 18.815  C91 1.118
105 H 13.392 14.029 18.236  C93 1.081
106 H 14.138 13.038 19.328  C93 1.084
107 H 12.071 11.861 18.944  C94 1.056
108 H 11.125 13.261 19.396  C94 1.087
109 H 13.380 11.860 21.042  C95 1.129
110 H 11.579 11.549 21.372  C95 1.065
111 H 11.114 14.719 22.985  C99 1.084
112 H 10.407 14.394 21.316  C99 1.080
113 H 10.233 13.294 22.675  C99 1.097
114 H 12.168 12.047 23.889  C100 1.099
115 H 13.705 12.212 22.947  C100 1.047
116 H 13.163 13.518 24.082  C100 1.121
117 H 12.416 16.293 18.982  C101 1.107
118 H 12.205 16.537 20.812  C101 1.106
119 H 11.192 15.394 19.912  C101 1.073
120 H 14.244 15.679 22.665  O98 1.011
121 C 19.471 19.335 14.058  C122 1.566, H132 1.116, H133 1.098, H134 1.126
122 C 19.246 18.973 12.550  C121 1.566, C123 1.507, N127 1.496, C131 1.494
123 C 19.331 17.479 12.379  C122 1.507, C124 1.512, H135 1.066, H136 1.119
124 C 18.984 17.029 10.977  C123 1.512, C125 1.573, H137 1.113, H138 1.099
125 C 17.514 17.478 10.643  C124 1.573, C126 1.577, H139 1.048, H140 1.115
126 C 17.286 19.010 10.940  C125 1.577, N127 1.490, C129 1.542, C130 1.543
127 N 17.838 19.391 12.271  C122 1.496, C126 1.490, O128 1.442
128 O 17.625 20.792 12.540  N127 1.442, H150 0.998
129 C 17.879 19.843 9.786  C126 1.542, H141 1.090, H142 1.091, H143 1.105
130 C 15.762 19.247 10.953  C126 1.543, H144 1.130, H145 1.073, H146 1.107
131 C 20.272 19.693 11.737  C122 1.494, H147 1.119, H148 1.047, H149 1.108
132 H 20.551 19.113 14.232  C121 1.116
133 H 18.856 18.825 14.810  C121 1.098
134 H 19.399 20.455 14.153  C121 1.126
135 H 20.246 17.062 12.731  C123 1.066
136 H 18.517 17.029 13.001  C123 1.119
137 H 19.072 15.922 10.891  C124 1.113
138 H 19.634 17.532 10.249  C124 1.099
139 H 16.798 16.996 11.238  C125 1.048
140 H 17.353 17.299 9.554  C125 1.115
141 H 18.790 19.445 9.340  C129 1.090
142 H 17.276 19.920 8.880  C129 1.091
143 H 18.131 20.882 10.065  C129 1.105
144 H 15.267 18.816 11.873  C130 1.130
145 H 15.492 20.283 11.026  C130 1.073
146 H 15.240 18.792 10.090  C130 1.107
147 H 20.391 20.805 11.726  C131 1.119
148 H 20.316 19.340 10.752  C131 1.047
149 H 21.204 19.339 12.220  C131 1.108
150 H 18.063 21.225 11.755  O128 0.998
151 C 20.835 15.604 16.340  C152 1.615, H162 1.095, H163 1.056, H164 1.126
152 C 20.702 16.393 17.743  C151 1.615, C153 1.532, N157 1.434, C161 1.545
153 C 21.555 17.635 17.466  C152 1.532, C154 1.574, H165 1.113, H166 1.083
154 C 21.464 18.605 18.703  C153 1.574, C155 1.574, H167 1.140, H168 1.072
155 C 19.944 18.972 18.884  C154 1.574, C156 1.492, H169 1.076, H170 1.111
156 C 19.069 17.774 19.046  C155 1.492, N157 1.504, C159 1.540, C160 1.555
157 N 19.337 16.785 17.945  C152 1.434, C156 1.504, O158 1.473
158 O 18.482 15.603 18.141  N157 1.473, H180 0.998
159 C 19.231 17.179 20.457  C156 1.540, H171 1.156, H172 1.067, H173 1.128
160 C 17.570 18.148 18.874  C156 1.555, H174 1.101, H175 1.087, H176 1.090
161 C 21.469 15.592 18.818  C152 1.545, H177 1.102, H178 1.082, H179 1.106
162 H 20.516 16.215 15.489  C151 1.095
163 H 20.240 14.733 16.280  C151 1.056
164 H 21.908 15.308 16.173  C151 1.126
165 H 22.607 17.296 17.337  C153 1.113
166 H 21.149 18.235 16.660  C153 1.083
167 H 21.912 19.609 18.399  C154 1.140
168 H 21.906 18.126 19.554  C154 1.072
169 H 19.646 19.465 17.975  C155 1.076
170 H 19.861 19.650 19.760  C155 1.111
171 H 18.644 17.717 21.295  C159 1.156
172 H 18.826 16.193 20.506  C159 1.067
173 H 20.280 17.162 20.871  C159 1.128
174 H 17.509 18.592 17.868  C160 1.101
175 H 16.983 17.236 18.931  C160 1.087
176 H 17.175 18.855 19.603  C160 1.090
177 H 21.051 14.598 19.047  C161 1.102
178 H 21.578 16.117 19.758  C161 1.082
179 H 22.524 15.381 18.564  C161 1.106
180 H 17.700 15.782 17.547  O158 0.998
181 C 23.695 17.273 11.751  C182 1.531, H192 1.097, H193 1.056, H194 1.115
182 C 24.743 17.516 12.841  C181 1.531, C183 1.505, N187 1.466, C191 1.523
183 C 25.936 18.193 12.224  C182 1.505, C184 1.547, H195 1.087, H196 1.106
184 C 26.800 18.885 13.305  C183 1.547, C185 1.550, H197 1.123, H198 1.079
185 C 25.931 20.054 13.833  C184 1.550, C186 1.538, H199 1.105, H200 1.088
186 C 24.730 19.507 14.623  C185 1.538, N187 1.514, C189 1.531, C190 1.528
187 N 24.078 18.504 13.696  C182 1.466, C186 1.514, O188 1.435
188 O 22.872 17.982 14.275  N187 1.435, H210 0.973
189 C 25.122 18.956 15.997  C186 1.531, H201 1.123, H202 1.075, H203 1.094
190 C 23.782 20.684 14.843  C186 1.528, H204 1.097, H205 1.100, H206 1.077
191 C 24.998 16.215 13.589  C182 1.523, H207 1.094, H208 1.111, H209 1.119
192 H 23.801 16.240 11.394  C181 1.097
193 H 23.791 17.954 10.950  C181 1.056
194 H 22.650 17.310 12.138  C181 1.115
195 H 26.509 17.428 11.705  C183 1.087
196 H 25.664 18.916 11.432  C183 1.106
197 H 27.786 19.306 12.969  C184 1.123
198 H 26.999 18.144 14.064  C184 1.079
199 H 25.589 20.776 13.070  C185 1.105
200 H 26.502 20.658 14.536  C185 1.088
201 H 26.207 18.672 16.051  C189 1.123
202 H 24.980 19.635 16.819  C189 1.075
203 H 24.573 18.049 16.269  C189 1.094
204 H 23.551 21.258 13.938  C190 1.097
205 H 22.848 20.405 15.355  C190 1.100
206 H 24.268 21.418 15.463  C190 1.077
207 H 25.372 15.375 12.998  C191 1.094
208 H 23.992 15.816 13.843  C191 1.111
209 H 25.582 16.219 14.543  C191 1.119
210 H 23.120 17.273 14.894  O188 0.973
211 C 19.394 10.169 21.114  C212 1.544, H222 1.145, H223 1.081, H224 1.088
212 C 19.087 10.953 19.820  C211 1.544, C213 1.498, N217 1.486, C221 1.513
213 C 20.219 10.652 18.887  C212 1.498, C214 1.609, H225 1.133, H226 1.085
214 C 19.993 11.198 17.390  C213 1.609, C215 1.536, H227 1.049, H228 1.114
215 C 18.696 10.557 16.875  C214 1.536, C216 1.504, H229 1.115, H230 1.068
216 C 17.486 10.751 17.747  C215 1.504, N217 1.483, C219 1.518, C220 1.530
217 N 17.845 10.474 19.159  C212 1.486, C216 1.483, O218 1.476
218 O 16.716 10.766 20.063  N217 1.476, H240 1.016
219 C 16.887 12.137 17.592  C216 1.518, H231 1.055, H232 1.110, H233 1.047
220 C 16.382 9.814 17.255  C216 1.530, H234 1.052, H235 1.074, H236 1.114
221 C 19.002 12.406 20.235  C212 1.513, H237 1.062, H238 1.087, H239 1.129
222 H 20.376 10.474 21.616  C211 1.145
223 H 19.282 9.133 20.825  C211 1.081
224 H 18.761 10.346 21.980  C211 1.088
225 H 21.219 10.949 19.329  C213 1.133
226 H 20.383 9.581 18.846  C213 1.085
227 H 20.749 10.879 16.738  C214 1.049
228 H 19.897 12.306 17.330  C214 1.114
229 H 18.859 9.455 16.930  C215 1.115
230 H 18.563 10.846 15.855  C215 1.068
231 H 16.529 12.293 16.611  C219 1.055
232 H 16.024 12.352 18.255  C219 1.110
233 H 17.577 12.892 17.817  C219 1.047
234 H 16.630 8.809 17.071  C220 1.052
235 H 15.621 9.689 18.002  C220 1.074
236 H 15.863 10.051 16.299  C220 1.114
237 H 18.247 12.587 20.958  C221 1.062
238 H 18.861 13.072 19.389  C221 1.087
239 H 19.992 12.734 20.668  C221 1.129
240 H 16.809 11.753 20.285  O218 1.016
241 C 23.301 20.593 21.900  C242 1.534, H252 1.129, H253 1.075, H254 1.087
242 C 22.376 21.731 22.349  C241 1.534, C243 1.521, N247 1.492, C251 1.603
243 C 22.904 23.082 21.893  C242 1.521, C244 1.492, H255 1.068, H256 1.123
244 C 21.863 24.149 21.949  C243 1.492, C245 1.535, H257 1.115, H258 1.112
245 C 20.582 23.782 21.188  C244 1.535, C246 1.558, H259 1.069, H260 1.089
246 C 19.948 22.450 21.691  C245 1.558, N247 1.524, C249 1.573, C250 1.542
247 N 21.071 21.420 21.697  C242 1.492, C246 1.524, O248 1.417
248 O 20.600 20.162 22.147  N247 1.417, H270 0.970
249 C 19.280 22.641 23.102  C246 1.573, H261 1.042, H262 1.117, H263 1.086
250 C 18.849 21.951 20.732  C246 1.542, H264 1.112, H265 1.060, H266 1.090
251 C 22.424 21.785 23.951  C242 1.603, H267 1.107, H268 1.136, H269 1.104
252 H 24.275 20.892 22.387  C241 1.129
253 H 23.495 20.645 20.843  C241 1.075
254 H 22.988 19.614 22.256  C241 1.087
255 H 23.727 23.342 22.522  C243 1.068
256 H 23.257 23.026 20.829  C243 1.123
257 H 22.258 25.146 21.640  C244 1.115
258 H 21.558 24.369 22.996  C244 1.112
259 H 20.710 23.680 20.132  C245 1.069
260 H 19.886 24.612 21.297  C245 1.089
261 H 18.553 23.382 23.020  C249 1.042
262 H 18.951 21.663 23.533  C249 1.117
263 H 19.906 23.097 23.862  C249 1.086
264 H 19.378 21.633 19.806  C250 1.112
265 H 18.428 21.102 21.208  C250 1.060
266 H 18.093 22.677 20.433  C250 1.090
267 H 21.939 22.648 24.446  C251 1.107
268 H 23.534 21.916 24.151  C251 1.136
269 H 22.071 20.852 24.425  C251 1.104
270 H 20.649 20.188 23.115  O248 0.970
271 C 18.223 11.186 10.615  C272 1.562, H282 1.084, H283 1.119, H284 1.084
272 C 18.069 12.705 10.942  C271 1.562, C273 1.529, N277 1.519, C281 1.529
273 C 17.266 12.847 12.235  C272 1.529, C274 1.521, H285 1.076, H286 1.065
274 C 17.987 12.495 13.527  C273 1.521, C275 1.481, H287 1.128, H288 1.071
275 C 19.094 13.474 13.625  C274 1.481, C276 1.595, H289 1.093, H290 1.089
276 C 20.155 13.226 12.460  C275 1.595, N277 1.501, C279 1.523, C280 1.596
277 N 19.377 13.433 11.193  C272 1.519, C276 1.501, O278 1.397
278 O 20.298 13.236 10.161  N277 1.397, H300 0.963
279 C 21.342 14.175 12.563  C276 1.523, H291 1.158, H292 1.096, H293 1.091
280 C 20.842 11.799 12.654  C276 1.596, H294 1.097, H295 1.095, H296 1.099
281 C 17.390 13.473 9.807  C272 1.529, H297 1.096, H298 1.066, H299 1.069
282 H 18.976 10.989 9.860  C271 1.084
283 H 17.303 10.823 10.092  C271 1.119
284 H 18.308 10.606 11.526  C271 1.084
285 H 16.908 13.851 12.381  C273 1.076
286 H 16.358 12.308 12.097  C273 1.065
287 H 18.258 11.405 13.625  C274 1.128
288 H 17.278 12.618 14.321  C274 1.071
289 H 19.611 13.254 14.562  C275 1.093
290 H 18.687 14.481 13.693  C275 1.089
291 H 21.747 14.259 13.644  C279 1.158
292 H 22.125 13.759 11.919  C279 1.096
293 H 21.011 15.141 12.178  C279 1.091
294 H 20.245 10.969 12.256  C280 1.097
295 H 21.813 11.731 12.153  C280 1.095
296 H 21.007 11.597 13.722  C280 1.099
297 H 17.389 14.526 10.111  C281 1.096
298 H 16.398 13.092 9.728  C281 1.066
299 H 17.981 13.422 8.918  C281 1.069
300 H 20.604 12.324 10.204  O278 0.963